Here is a 3-piece molecular cluster, C12H21BFN3O8S overall at a distorted geometry from OMol25. Energies are from ωB97M-V/def2-TZVPD.

Properties
Energy relative to the best compared isomer or geometry (same formula, charge and spin)   40.1 kcal per mole
HOMO-LUMO gap   8.07 eV
SMILES   O=S(=O)(F)N(COCOCCO)OB(O)O.c1cc[nH]c1.c1cc[nH]c1
HOMO level   -8.16 eV

Geometry as ORCA input:
```
! wB97M-V def2-TZVPD RIJCOSX def2/J DEFGRID3
* xyz 0 1
O 4.43 -3.44 1.46
S 4.08 -2.71 0.23
O 3.18 -3.53 -0.60
F 5.46 -2.51 -0.65
N 3.47 -1.16 0.65
C 2.07 -1.22 1.10
O 1.16 -0.66 0.18
C -0.12 -1.23 0.44
O -1.15 -0.25 0.29
C -2.32 -0.85 0.86
C -3.59 -0.13 0.26
O -4.64 -1.03 -0.08
O 3.69 -0.20 -0.33
B 4.71 0.69 0.20
O 4.65 1.00 1.59
O 5.73 1.21 -0.60
H 2.02 -0.60 2.03
H 1.84 -2.27 1.40
H -0.20 -1.62 1.48
H -0.29 -2.01 -0.34
H -2.40 -1.94 0.60
H -2.32 -0.75 1.97
H -3.23 0.36 -0.68
H -3.97 0.69 0.93
H -4.46 -1.37 -0.95
H 5.16 0.34 2.08
H 6.23 0.46 -0.95
C 2.15 -1.05 -3.11
C 3.47 -1.54 -3.30
C 3.85 -1.22 -4.57
N 2.81 -0.55 -5.17
C 1.77 -0.44 -4.28
H 1.55 -1.13 -2.22
H 4.07 -2.07 -2.58
H 4.76 -1.41 -5.11
H 2.81 -0.20 -6.10
H 0.86 0.06 -4.56
C -5.84 3.90 3.93
C -5.34 4.55 2.77
C -5.39 3.64 1.74
N -5.88 2.47 2.24
C -6.17 2.62 3.57
H -5.95 4.33 4.91
H -5.00 5.57 2.70
H -5.10 3.73 0.71
H -6.02 1.63 1.71
H -6.58 1.81 4.15
*
```

Here is C41H38IN2O2P2Ti as an isolated structure from OMol25. Energies are from ωB97M-V/def2-TZVPD.

Properties
Energy relative to the best compared isomer or geometry (same formula, charge and spin)   0.9 kcal per mole
HOMO-LUMO gap   5.97 eV
HOMO level   -16.52 eV

Geometry as ORCA input:
```
! wB97M-V def2-TZVPD RIJCOSX def2/J DEFGRID3
* xyz 3 1
Ti 0.10 -1.03 0.12
C -1.00 -3.79 -3.31
C -2.16 -3.21 -2.57
N -3.39 -3.46 -2.99
C -4.44 -3.01 -2.33
C -4.39 -2.26 -1.15
C -5.68 -1.83 -0.51
O -5.55 -1.85 0.90
C -3.09 -1.94 -0.69
C -2.86 -1.31 0.57
N -1.69 -0.94 1.02
C -1.59 -0.59 2.42
C -2.40 0.38 2.99
C -2.34 0.60 4.35
C -1.47 -0.13 5.15
C -0.63 -1.08 4.58
C -0.70 -1.30 3.22
I 0.60 -2.72 2.34
C -2.00 -2.41 -1.44
O -0.77 -2.10 -0.98
H -1.36 -4.54 -4.00
H -0.28 -4.25 -2.63
H -0.48 -3.01 -3.87
H -5.41 -3.28 -2.74
H -6.47 -2.50 -0.85
H -5.93 -0.82 -0.86
H -6.43 -1.87 1.30
H -3.71 -1.21 1.24
H -3.10 0.93 2.37
H -2.98 1.35 4.80
H -1.44 0.03 6.22
H 0.06 -1.64 5.20
C -0.73 2.68 -0.25
C -0.05 2.54 1.12
P 1.12 1.15 1.38
C 2.75 1.66 0.75
C 3.06 2.99 0.44
C 4.37 3.34 0.15
C 5.38 2.39 0.19
C 5.07 1.07 0.50
C 3.76 0.71 0.76
C 1.40 1.14 3.18
C 0.84 2.12 4.00
C 1.17 2.17 5.35
C 2.05 1.25 5.89
C 2.61 0.27 5.08
C 2.29 0.22 3.74
C 0.12 2.37 -1.49
P 0.26 0.57 -1.79
C 1.93 0.01 -2.08
C 2.21 -1.34 -1.78
C 3.51 -1.83 -1.87
C 4.52 -0.99 -2.30
C 4.25 0.34 -2.62
C 2.97 0.85 -2.49
C -0.81 0.14 -3.16
C -2.18 0.43 -3.02
C -3.04 0.17 -4.07
C -2.55 -0.37 -5.25
C -1.19 -0.64 -5.39
C -0.32 -0.39 -4.34
H -1.08 3.71 -0.34
H -1.63 2.06 -0.28
H -0.82 2.40 1.88
H 0.48 3.45 1.38
H 2.31 3.77 0.45
H 4.60 4.37 -0.08
H 6.40 2.68 -0.01
H 5.85 0.33 0.53
H 3.54 -0.33 0.99
H 0.17 2.87 3.62
H 0.74 2.95 5.97
H 2.31 1.30 6.94
H 3.32 -0.43 5.50
H 2.77 -0.53 3.12
H 1.12 2.80 -1.42
H -0.36 2.78 -2.38
H 1.40 -2.07 -1.67
H 3.71 -2.87 -1.67
H 5.53 -1.37 -2.40
H 5.04 0.98 -2.98
H 2.78 1.89 -2.72
H -2.56 0.86 -2.10
H -4.10 0.40 -3.98
H -3.22 -0.56 -6.08
H -0.82 -1.04 -6.32
H 0.74 -0.58 -4.46
*
```

Here is H2O3SSi in the gas phase at a distorted geometry from OMol25. Energies are from ωB97M-V/def2-TZVPD.

Properties
Energy relative to the best compared isomer or geometry (same formula, charge and spin)   10.9 kcal per mole
HOMO-LUMO gap   9.98 eV
HOMO level   -10.75 eV

Geometry as ORCA input:
```
! wB97M-V def2-TZVPD RIJCOSX def2/J DEFGRID3
* xyz 0 1
O -0.08 0.06 1.32
O 0.37 0.19 -0.86
O 2.70 0.55 0.12
Si -0.97 -0.38 0.06
S 1.29 0.90 0.27
H -2.20 0.34 -0.26
H -1.11 -1.67 -0.65
*
```

Here is C3H9N2P in the gas phase at a distorted geometry from OMol25. Energies are from ωB97M-V/def2-TZVPD.

Properties
Energy relative to the best compared isomer or geometry (same formula, charge and spin)   36.0 kcal per mole
HOMO-LUMO gap   9.27 eV
SMILES   C/N=C(/C)PN
HOMO level   -8.42 eV

Geometry as ORCA input:
```
! wB97M-V def2-TZVPD RIJCOSX def2/J DEFGRID3
* xyz 0 1
C 1.29 -1.58 -0.25
N 1.29 -0.26 0.07
C 0.33 0.47 -0.25
C 0.47 1.92 -0.23
P -1.46 -0.24 -0.76
N -2.04 -0.70 0.78
H 0.26 -1.83 -0.66
H 1.50 -2.13 0.67
H 2.27 -1.82 -1.01
H -0.31 2.49 0.42
H 1.48 2.12 0.21
H 0.25 2.22 -1.23
H -1.94 1.15 -0.52
H -1.62 -0.14 1.55
H -1.76 -1.64 1.21
*
```

Here is a 2-piece molecular cluster, C3H5Br2F overall at a distorted geometry from OMol25. Energies are from ωB97M-V/def2-TZVPD.

Properties
Energy relative to the best compared isomer or geometry (same formula, charge and spin)   140.2 kcal per mole
HOMO-LUMO gap (alpha / beta)   5.16 / 3.68 eV
HOMO level (alpha / beta)   -6.65 / -6.14 eV

Geometry as ORCA input:
```
! wB97M-V def2-TZVPD RIJCOSX def2/J DEFGRID3
* xyz 0 1
C -0.87 -1.73 0.22
C 1.48 1.86 -0.07
C -0.98 -0.25 -0.20
F -0.80 -0.06 -1.56
Br 2.87 0.69 0.36
Br -2.07 1.04 0.56
H 0.13 -2.03 -0.18
H -1.74 -2.36 -0.04
H -0.74 -1.82 1.24
H 1.42 2.13 -1.13
H 1.31 2.51 0.78
*
```

Here is C3H2FGdO2 as an isolated structure at a distorted geometry from OMol25. Energies are from ωB97M-V/def2-TZVPD.

Properties
Energy relative to the best compared isomer or geometry (same formula, charge and spin)   59.8 kcal per mole
HOMO-LUMO gap (alpha / beta)   4.20 / 3.30 eV
HOMO level (alpha / beta)   -10.38 / -10.28 eV

Geometry as ORCA input:
```
! wB97M-V def2-TZVPD RIJCOSX def2/J DEFGRID3
* xyz 1 9
F -0.76 1.59 -0.73
O 0.08 -0.90 -0.89
O 1.44 0.70 0.12
C -1.21 -0.99 -0.15
C -1.03 0.27 0.45
C 0.30 0.33 -0.27
H -1.31 -1.93 0.41
H -1.25 0.63 1.46
Gd 3.74 0.28 -0.41
*
```

Here is a 14-piece molecular cluster, H28O14 overall at a distorted geometry from OMol25. Energies are from ωB97M-V/def2-TZVPD.

Properties
Energy relative to the best compared isomer or geometry (same formula, charge and spin)   134.0 kcal per mole
HOMO-LUMO gap   9.34 eV
HOMO level   -9.96 eV

Geometry as ORCA input:
```
! wB97M-V def2-TZVPD RIJCOSX def2/J DEFGRID3
* xyz 0 1
H -0.15 0.63 0.15
H 1.18 -0.17 -0.13
H -1.45 -1.40 -2.13
H -1.89 -1.12 -0.65
H -5.31 2.40 0.00
H -4.32 1.28 -0.08
H 2.21 0.17 4.82
H 1.19 -0.78 4.19
H -3.84 -1.27 1.79
H -4.07 -0.77 0.34
H 0.90 0.46 -2.79
H 1.19 1.76 -3.52
H 4.01 -0.68 -1.99
H 2.98 -1.80 -1.67
H -4.34 -3.31 -1.60
H -2.88 -3.12 -1.56
H -2.90 3.83 -0.21
H -2.48 5.17 0.00
H 2.11 1.80 -0.87
H 3.33 0.97 -0.87
H 0.07 -1.81 1.67
H 1.07 -1.68 0.55
H 0.31 3.64 0.35
H 0.66 3.57 1.75
H 0.60 -3.76 0.21
H 0.21 -4.68 1.27
H 5.17 1.49 -0.36
H 5.85 0.19 0.17
O 0.20 -0.27 0.04
O -1.44 -1.79 -1.25
O -5.21 1.46 0.21
O 2.04 -0.77 4.62
O -4.08 -0.56 1.29
O 1.13 0.84 -3.64
O 3.22 -1.03 -2.24
O -3.66 -2.83 -1.17
O -2.36 4.25 0.38
O 2.92 1.59 -0.27
O 0.91 -2.16 1.30
O 0.98 4.07 0.99
O 0.90 -4.54 0.73
O 5.00 0.72 0.19
*
```

Here is C28H38N8O5PdS2 as an isolated structure at a distorted geometry from OMol25. Energies are from ωB97M-V/def2-TZVPD.

Properties
Energy relative to the best compared isomer or geometry (same formula, charge and spin)   2.9 kcal per mole
HOMO-LUMO gap   7.20 eV
HOMO level   -7.78 eV

Geometry as ORCA input:
```
! wB97M-V def2-TZVPD RIJCOSX def2/J DEFGRID3
* xyz 0 1
Pd 0.52 -0.67 -0.91
C 6.96 4.72 1.02
C 6.16 3.49 0.71
C 5.53 3.33 -0.52
C 4.77 2.21 -0.80
C 4.64 1.22 0.16
C 5.27 1.34 1.39
C 6.03 2.47 1.65
S 3.58 -0.18 -0.16
O 4.10 -1.28 0.64
O 3.53 -0.38 -1.59
N 2.14 0.29 0.27
C 1.91 0.40 1.71
C 0.50 -0.05 2.14
O 0.29 -0.26 3.32
O -0.38 -0.11 1.20
H 7.23 5.26 0.11
H 7.88 4.47 1.55
H 6.39 5.40 1.65
H 5.64 4.10 -1.28
H 4.29 2.08 -1.77
H 5.19 0.55 2.11
H 6.53 2.57 2.61
H 1.98 1.45 2.03
H 2.62 -0.16 2.31
C -2.51 -2.41 2.87
C -3.04 -1.03 2.51
C -3.59 -0.94 1.09
N -2.60 -1.36 0.08
C -2.88 -1.97 -1.03
S -1.90 -2.41 -2.40
N -4.16 -2.46 -1.24
C -5.03 -3.15 -0.37
O -6.21 -3.18 -0.64
C -4.43 -3.87 0.78
C -3.12 -4.34 0.77
C -2.64 -5.06 1.85
C -3.45 -5.30 2.94
C -4.77 -4.84 2.95
C -5.26 -4.13 1.87
H -2.13 -2.39 3.89
H -1.68 -2.69 2.23
H -3.28 -3.18 2.80
H -2.25 -0.29 2.64
H -3.86 -0.75 3.17
H -3.87 0.09 0.86
H -4.47 -1.56 0.99
H -1.66 -0.95 0.23
H -4.50 -2.40 -2.19
H -2.48 -4.16 -0.09
H -1.62 -5.43 1.84
H -3.07 -5.86 3.79
H -5.40 -5.04 3.81
H -6.28 -3.78 1.86
C 0.94 1.57 -2.81
N 0.66 2.88 -3.36
C -0.73 2.91 -3.84
N -1.69 2.62 -2.77
C -1.40 1.31 -2.23
N -0.01 1.22 -1.71
C 0.13 2.29 -0.65
N -0.15 3.60 -1.19
C 0.78 3.87 -2.29
C -1.51 3.62 -1.72
H 1.95 1.52 -2.40
H 0.85 0.81 -3.60
H -0.84 2.16 -4.63
H -0.94 3.89 -4.26
H -1.53 0.56 -3.01
H -2.08 1.10 -1.40
H 1.16 2.23 -0.28
H -0.55 2.04 0.16
H 1.80 3.85 -1.90
H 0.58 4.87 -2.69
H -1.72 4.61 -2.12
H -2.21 3.42 -0.90
C -0.25 -1.67 -2.49
H -0.29 -1.03 -3.37
H 0.39 -2.52 -2.73
N 1.76 -3.21 0.26
C 1.22 -2.30 -0.22
H 2.51 -3.67 0.74
*
```

Here is C55H57BrMnN6P2Se2Si2Te as an isolated structure at a distorted geometry from OMol25. Energies are from ωB97M-V/def2-TZVPD.

Properties
HOMO-LUMO gap (alpha / beta)   5.09 / 5.52 eV
HOMO level (alpha / beta)   -5.95 / -6.56 eV

Geometry as ORCA input:
```
! wB97M-V def2-TZVPD RIJCOSX def2/J DEFGRID3
* xyz 0 6
Mn 0.63 -0.56 1.38
C -3.16 1.62 1.03
C -3.58 1.63 2.36
C -2.75 1.09 3.32
C -1.53 0.53 2.95
N -1.15 0.47 1.64
C -1.96 1.03 0.73
C -0.49 0.10 3.89
C -0.54 0.22 5.28
C 0.62 -0.01 6.01
C 1.81 -0.30 5.36
C 1.80 -0.43 3.97
N 0.64 -0.31 3.28
C 2.97 -0.66 3.13
C 4.27 -0.83 3.61
C 5.31 -0.99 2.72
C 5.04 -1.03 1.36
C 3.73 -0.88 0.95
N 2.72 -0.67 1.79
H -3.75 2.08 0.25
H -4.53 2.08 2.63
H -3.02 1.13 4.36
H -1.61 1.01 -0.30
H -1.46 0.51 5.77
H 0.60 0.08 7.08
H 2.73 -0.43 5.91
H 4.46 -0.81 4.67
H 6.33 -1.10 3.08
H 5.82 -1.16 0.63
H 3.47 -0.93 -0.10
Se -0.32 -0.16 -5.64
P 0.66 1.21 -4.41
C -0.28 2.76 -4.40
C -1.31 2.91 -3.48
C -2.20 3.96 -3.60
C -2.07 4.86 -4.65
C -1.05 4.70 -5.58
C -0.16 3.65 -5.46
C 2.37 1.57 -4.93
C 2.91 0.88 -6.01
C 4.21 1.15 -6.42
C 4.97 2.10 -5.76
C 4.43 2.79 -4.68
C 3.14 2.52 -4.27
C 0.72 0.64 -2.68
C 1.00 1.04 -1.35
N 0.74 -0.06 -0.58
N 0.34 -1.03 -1.37
N 0.32 -0.64 -2.61
P 1.56 2.55 -0.53
Se 1.46 2.47 1.59
C 3.33 2.70 -0.93
C 4.05 1.63 -1.44
C 5.43 1.70 -1.50
C 6.09 2.83 -1.04
C 5.37 3.90 -0.53
C 3.99 3.83 -0.46
C 0.65 4.02 -1.12
C -0.41 4.45 -0.33
C -1.10 5.62 -0.65
C -0.74 6.35 -1.77
C 0.32 5.92 -2.56
C 1.02 4.77 -2.23
H -1.42 2.19 -2.68
H -3.00 4.07 -2.88
H -2.77 5.67 -4.75
H -0.97 5.38 -6.42
H 0.62 3.50 -6.20
H 2.31 0.14 -6.52
H 4.63 0.61 -7.26
H 5.98 2.31 -6.08
H 5.02 3.54 -4.16
H 2.73 3.03 -3.41
H 3.53 0.75 -1.82
H 5.99 0.86 -1.88
H 7.17 2.87 -1.07
H 5.89 4.78 -0.16
H 3.41 4.64 -0.02
H -0.68 3.89 0.56
H -1.89 5.96 0.00
H -1.27 7.25 -2.02
H 0.61 6.49 -3.43
H 1.86 4.49 -2.85
Br 2.05 -7.32 1.26
C 1.53 -5.48 1.28
C 0.99 -4.91 0.14
C 0.63 -3.57 0.16
C 0.79 -2.75 1.29
C 1.30 -3.39 2.43
C 1.68 -4.73 2.43
H 0.85 -5.50 -0.75
H 0.21 -3.16 -0.75
H 1.41 -2.86 3.37
H 2.08 -5.19 3.33
C -4.92 -4.53 3.44
Si -3.46 -3.75 4.37
C -2.93 -4.84 5.82
C -3.95 -2.03 4.97
C -1.98 -3.57 3.20
Te -2.46 -2.35 1.50
C -3.03 -3.94 0.17
Si -4.01 -3.18 -1.27
C -4.55 -4.54 -2.46
C -2.92 -1.89 -2.10
C -5.54 -2.33 -0.55
H -5.77 -4.68 4.11
H -4.65 -5.50 3.03
H -5.24 -3.88 2.62
H -3.75 -4.98 6.52
H -2.10 -4.40 6.36
H -2.62 -5.83 5.47
H -4.82 -2.06 5.63
H -4.18 -1.38 4.13
H -3.13 -1.57 5.54
H -1.61 -4.52 2.83
H -1.16 -3.07 3.71
H -3.61 -4.66 0.74
H -2.12 -4.43 -0.19
H -3.70 -5.02 -2.93
H -5.18 -4.13 -3.25
H -5.13 -5.31 -1.95
H -2.04 -2.33 -2.57
H -2.56 -1.18 -1.35
H -3.45 -1.32 -2.87
H -6.19 -3.03 -0.02
H -6.14 -1.87 -1.34
H -5.26 -1.54 0.15
*
```